The following is a DFT calculation (ωB97M-V with the def2-TZVPD basis set) of C13H34AlBNO3P as an isolated structure in a non-equilibrium geometry.

As for the electronic energy: -1403.7154 Ha. Its spin multiplicity is 1. The total charge is +2. The lowest unoccupied orbital energy is -0.4113 Eh.

Geometry as XYZ:
```
54
C13H34AlBNO3P ωB97M-V with the def2-TZVPD basis set
C 5.035 1.744 1.336
C 4.039 0.445 1.012
C 4.403 -0.278 -0.445
C 3.055 -0.638 -1.338
C 2.246 -1.973 -0.807
C 1.031 -2.264 -1.894
C -0.337 -2.896 -1.184
C -1.618 -1.848 -1.430
C -2.709 -1.834 -0.231
P -2.590 -0.459 1.066
O -2.359 -1.658 2.356
C -0.709 -0.206 0.878
C -0.040 0.752 2.077
O 0.250 2.083 1.525
B -3.025 0.953 -0.203
O -4.310 0.839 -0.959
N -2.171 2.181 -0.455
C -2.806 3.452 0.065
C -1.745 2.287 -1.907
H 4.818 2.101 2.434
H 6.170 1.426 1.245
H 4.785 2.630 0.593
H 4.096 -0.315 1.901
H 2.948 0.887 0.919
H 4.979 0.559 -1.066
H 5.133 -1.198 -0.321
H 3.353 -0.781 -2.471
H 2.343 0.296 -1.297
H 1.833 -1.699 0.267
H 2.909 -2.936 -0.721
H 1.423 -3.004 -2.741
H 0.831 -1.238 -2.442
H -0.557 -3.903 -1.781
H -0.177 -3.147 -0.043
H -2.173 -2.314 -2.381
H -1.207 -0.817 -1.793
H -3.810 -1.821 -0.692
H -2.630 -2.875 0.348
H -2.590 0.561 2.081
H -4.039 -0.582 1.275
H -3.212 -1.602 2.909
H -0.361 0.291 -0.124
H -0.208 -1.273 1.068
H -0.658 0.742 3.068
H 1.013 0.258 2.339
H 1.179 2.307 1.877
H -4.192 0.259 -1.769
H -3.514 3.966 -0.717
H -3.327 3.188 1.087
H -1.924 4.202 0.340
H -0.595 2.592 -1.892
H -2.284 3.163 -2.502
H -1.784 1.251 -2.493
Al -4.210 -1.854 4.035
```

The following is a DFT calculation (ωB97M-V with the def2-TZVPD basis set) of C13H34ClIN3OP2Sn as an isolated structure in a non-equilibrium geometry.

As for the electronic energy: -2409.0456 Ha. Its spin multiplicity is 1. The total charge is +3. As for the energy above the lowest of the compared OMol25 structures with the same formula, charge and spin: 0.00 kcal per mole. The lowest unoccupied orbital energy (alpha / beta) is -0.4979 / -0.5031 Eh.

Geometry as XYZ:
```
56
C13H34ClIN3OP2Sn ωB97M-V with the def2-TZVPD basis set
C -2.301 2.341 -2.402
C -1.407 1.192 -2.084
H -2.558 2.375 -3.478
H -1.832 3.302 -2.135
H -3.235 2.292 -1.821
O -0.932 0.361 -2.816
I 0.200 0.493 3.070
Sn -0.957 1.507 0.387
P -2.877 -0.281 0.644
C -2.566 -2.064 0.511
C -3.585 -0.077 2.309
H -4.584 -0.535 2.312
H -5.098 -0.650 -0.137
H -3.665 0.993 2.542
H -4.628 1.063 -0.388
H -1.831 -2.376 1.267
H -2.944 -0.559 3.059
C -4.290 0.019 -0.460
H -3.522 -2.583 0.684
H -4.026 -0.209 -1.502
H -2.186 -2.306 -0.492
P 1.199 2.731 -0.290
C 2.709 1.846 -0.733
C 0.896 3.911 -1.633
H 0.717 4.207 1.562
H 2.305 4.540 0.782
H 2.119 3.151 1.917
C 1.627 3.756 1.144
H 0.031 4.552 -1.410
H 1.804 4.525 -1.702
H 3.467 2.613 -0.954
H 2.532 1.220 -1.621
H 0.735 3.386 -2.586
H 3.043 1.218 0.106
Cl -2.337 3.442 0.932
C 1.257 -2.821 -2.194
N 1.735 -2.724 -0.829
C 2.702 -3.676 -0.334
C 1.290 -1.739 -0.005
N 0.480 -0.805 -0.419
N 1.765 -1.804 1.323
C 1.068 -2.595 2.308
C 2.908 -1.065 1.773
H 1.727 -3.698 -2.662
H 1.534 -1.912 -2.751
H 0.163 -2.953 -2.185
H 3.618 -3.144 -0.027
H 2.283 -4.221 0.527
H 2.938 -4.379 -1.138
H 0.243 -0.891 -1.410
H 1.793 -3.186 2.891
H 0.519 -1.932 3.027
H 0.331 -3.250 1.818
H 2.613 -0.090 2.200
H 3.431 -1.606 2.566
H 3.577 -0.906 0.932
```

The following is a DFT calculation (ωB97M-V with the def2-TZVPD basis set) of a 5-piece molecular cluster, C13H34N4O9P3 overall in a non-equilibrium geometry.

As for the electronic energy: -2436.0807 Ha. Its spin multiplicity is 1. The total charge is -1. The lowest unoccupied orbital energy is 0.0707 Eh.

Geometry as XYZ:
```
63
C13H34N4O9P3 ωB97M-V with the def2-TZVPD basis set
O 0.706 -1.628 -2.754
C 0.085 -1.282 -1.738
O 0.371 -0.467 -0.835
P -1.558 -2.161 -1.384
P -3.555 -3.366 -0.784
P -5.188 -2.233 -1.598
O -4.902 -0.796 -1.658
O -5.697 -2.858 -2.988
O -6.491 -2.556 -0.715
H -1.029 -2.720 -0.206
H -2.276 -0.965 -1.227
H -1.581 -2.810 -2.650
H -3.647 -4.523 -1.588
H -4.979 -3.403 -3.331
H -6.211 -2.499 0.207
C 1.942 -2.900 0.644
O 1.325 -3.850 1.103
N 2.748 -2.103 1.359
C 3.411 -0.976 0.738
C 2.952 -2.352 2.778
H 1.871 -2.600 -0.413
H 4.499 -1.076 0.820
H 3.109 -0.040 1.214
H 3.131 -0.925 -0.312
H 3.381 -3.345 2.927
H 2.002 -2.310 3.311
H 3.619 -1.602 3.185
C 4.834 0.439 4.419
O 4.280 -0.504 4.953
N 5.651 1.307 5.042
C 6.259 2.401 4.313
C 5.906 1.136 6.459
H 4.703 0.669 3.347
H 7.350 2.337 4.356
H 5.947 3.361 4.729
H 5.934 2.351 3.278
H 6.359 0.163 6.653
H 4.976 1.188 7.025
H 6.579 1.921 6.796
C 5.043 3.624 0.634
O 4.553 3.013 1.565
N 4.768 4.907 0.349
C 5.365 5.593 -0.778
C 3.828 5.616 1.203
H 5.754 3.162 -0.071
H 5.940 6.459 -0.442
H 4.596 5.933 -1.473
H 6.033 4.914 -1.304
H 4.190 5.639 2.231
H 2.860 5.116 1.199
H 3.713 6.633 0.836
C -10.182 -2.648 -4.190
O -11.336 -2.970 -4.418
N -9.516 -1.698 -4.864
C -8.138 -1.349 -4.558
C -10.207 -1.002 -5.932
H -9.578 -3.120 -3.398
H -8.068 -0.299 -4.270
H -7.503 -1.518 -5.429
H -7.770 -1.958 -3.740
H -11.094 -0.495 -5.549
H -10.532 -1.704 -6.701
H -9.534 -0.271 -6.371
```

What did the third record say?
The following is a DFT calculation (ωB97M-V with the def2-TZVPD basis set) of a 5-piece molecular cluster, C13H34N4O9P3 overall in a non-equilibrium geometry.

As for the electronic energy: -2436.0807 Ha. Its spin multiplicity is 1. The total charge is -1. The lowest unoccupied orbital energy is 0.0707 Eh.

Geometry as XYZ:
```
63
C13H34N4O9P3 ωB97M-V with the def2-TZVPD basis set
O 0.706 -1.628 -2.754
C 0.085 -1.282 -1.738
O 0.371 -0.467 -0.835
P -1.558 -2.161 -1.384
P -3.555 -3.366 -0.784
P -5.188 -2.233 -1.598
O -4.902 -0.796 -1.658
O -5.697 -2.858 -2.988
O -6.491 -2.556 -0.715
H -1.029 -2.720 -0.206
H -2.276 -0.965 -1.227
H -1.581 -2.810 -2.650
H -3.647 -4.523 -1.588
H -4.979 -3.403 -3.331
H -6.211 -2.499 0.207
C 1.942 -2.900 0.644
O 1.325 -3.850 1.103
N 2.748 -2.103 1.359
C 3.411 -0.976 0.738
C 2.952 -2.352 2.778
H 1.871 -2.600 -0.413
H 4.499 -1.076 0.820
H 3.109 -0.040 1.214
H 3.131 -0.925 -0.312
H 3.381 -3.345 2.927
H 2.002 -2.310 3.311
H 3.619 -1.602 3.185
C 4.834 0.439 4.419
O 4.280 -0.504 4.953
N 5.651 1.307 5.042
C 6.259 2.401 4.313
C 5.906 1.136 6.459
H 4.703 0.669 3.347
H 7.350 2.337 4.356
H 5.947 3.361 4.729
H 5.934 2.351 3.278
H 6.359 0.163 6.653
H 4.976 1.188 7.025
H 6.579 1.921 6.796
C 5.043 3.624 0.634
O 4.553 3.013 1.565
N 4.768 4.907 0.349
C 5.365 5.593 -0.778
C 3.828 5.616 1.203
H 5.754 3.162 -0.071
H 5.940 6.459 -0.442
H 4.596 5.933 -1.473
H 6.033 4.914 -1.304
H 4.190 5.639 2.231
H 2.860 5.116 1.199
H 3.713 6.633 0.836
C -10.182 -2.648 -4.190
O -11.336 -2.970 -4.418
N -9.516 -1.698 -4.864
C -8.138 -1.349 -4.558
C -10.207 -1.002 -5.932
H -9.578 -3.120 -3.398
H -8.068 -0.299 -4.270
H -7.503 -1.518 -5.429
H -7.770 -1.958 -3.740
H -11.094 -0.495 -5.549
H -10.532 -1.704 -6.701
H -9.534 -0.271 -6.371
```

Please write out number 2 again, unchanged.
The following is a DFT calculation (ωB97M-V with the def2-TZVPD basis set) of C13H34ClIN3OP2Sn as an isolated structure in a non-equilibrium geometry.

As for the electronic energy: -2409.0456 Ha. Its spin multiplicity is 1. The total charge is +3. As for the energy above the lowest of the compared OMol25 structures with the same formula, charge and spin: 0.00 kcal per mole. The lowest unoccupied orbital energy (alpha / beta) is -0.4979 / -0.5031 Eh.

Geometry as XYZ:
```
56
C13H34ClIN3OP2Sn ωB97M-V with the def2-TZVPD basis set
C -2.301 2.341 -2.402
C -1.407 1.192 -2.084
H -2.558 2.375 -3.478
H -1.832 3.302 -2.135
H -3.235 2.292 -1.821
O -0.932 0.361 -2.816
I 0.200 0.493 3.070
Sn -0.957 1.507 0.387
P -2.877 -0.281 0.644
C -2.566 -2.064 0.511
C -3.585 -0.077 2.309
H -4.584 -0.535 2.312
H -5.098 -0.650 -0.137
H -3.665 0.993 2.542
H -4.628 1.063 -0.388
H -1.831 -2.376 1.267
H -2.944 -0.559 3.059
C -4.290 0.019 -0.460
H -3.522 -2.583 0.684
H -4.026 -0.209 -1.502
H -2.186 -2.306 -0.492
P 1.199 2.731 -0.290
C 2.709 1.846 -0.733
C 0.896 3.911 -1.633
H 0.717 4.207 1.562
H 2.305 4.540 0.782
H 2.119 3.151 1.917
C 1.627 3.756 1.144
H 0.031 4.552 -1.410
H 1.804 4.525 -1.702
H 3.467 2.613 -0.954
H 2.532 1.220 -1.621
H 0.735 3.386 -2.586
H 3.043 1.218 0.106
Cl -2.337 3.442 0.932
C 1.257 -2.821 -2.194
N 1.735 -2.724 -0.829
C 2.702 -3.676 -0.334
C 1.290 -1.739 -0.005
N 0.480 -0.805 -0.419
N 1.765 -1.804 1.323
C 1.068 -2.595 2.308
C 2.908 -1.065 1.773
H 1.727 -3.698 -2.662
H 1.534 -1.912 -2.751
H 0.163 -2.953 -2.185
H 3.618 -3.144 -0.027
H 2.283 -4.221 0.527
H 2.938 -4.379 -1.138
H 0.243 -0.891 -1.410
H 1.793 -3.186 2.891
H 0.519 -1.932 3.027
H 0.331 -3.250 1.818
H 2.613 -0.090 2.200
H 3.431 -1.606 2.566
H 3.577 -0.906 0.932
```

Which formula does entry 1 have? C13H34AlBNO3P

Which value of electronic energy does entry 2 give? -2409.0456 Ha